1.
39
Properties=species:S:1:pos:R:3:forces:R:3 method="wB97M-V/def2-TZVPD" e_above_lowest_kj_mol=422.00 e_homo_ev=-6.635 mol_weight_g_mol=246.23 e_tot_ha=-973.95248 total_charge=-1 largest_force_ev_per_a=6.817
C 1.639194 1.392715 -0.533671 -2.0 0.6 0.4
N 0.996174 0.646524 -1.469459 -1.7 -1.6 -0.2
C -0.284830 1.483816 -3.369705 -0.7 -2.7 1.1
C -0.365164 1.186517 -1.783887 0.2 1.8 -2.2
C -1.516442 0.291286 -1.182602 3.5 1.1 2.5
O -0.943691 -0.965012 -1.036665 0.2 -3.2 0.9
O 1.206225 2.525998 -0.332206 1.1 0.7 0.5
H 2.301148 0.972996 0.187260 1.2 -0.8 -0.3
H 0.966589 -0.428328 -1.626962 0.7 2.7 1.1
H -0.473377 0.466630 -3.900866 0.3 1.9 0.4
H 0.746261 1.811204 -3.557443 -0.5 0.0 -0.1
H -1.010503 2.250313 -3.629479 -0.1 -0.2 -0.4
H -0.523795 2.229983 -1.415503 0.7 -1.2 0.2
H -2.293215 0.234973 -1.909831 -1.2 0.2 0.1
H -1.659773 0.649888 -0.055995 -0.7 -0.1 -2.6
H -2.418328 -2.026179 -1.677380 2.2 0.0 0.1
H -3.764539 -1.808037 -1.352441 -0.6 -0.1 -0.5
O -3.247121 -2.104198 -2.117945 -1.7 0.0 0.3
H -0.642215 -1.296302 -0.064619 -0.5 1.5 -0.8
H -0.349400 -2.600157 1.294140 0.9 1.4 0.4
O 0.008393 -1.674457 1.392132 -1.3 -1.4 -1.2
H 2.397569 -0.629798 2.214392 -0.3 -0.3 -1.5
H 1.344756 -1.418665 1.196195 0.3 0.7 0.5
O 2.278136 -0.813741 1.244611 0.0 -0.4 1.6
H 4.749742 -0.394209 -0.484241 -0.4 -1.1 2.1
H 3.738082 -0.928589 0.797987 2.2 0.2 -1.6
O 4.751186 -0.911633 0.385865 -1.7 0.9 -0.7
H -3.365797 0.864740 3.293503 -0.3 1.0 -0.3
H -2.750122 1.954855 2.480083 2.1 0.9 -1.0
O -3.543563 1.755904 2.912227 -1.8 -1.8 1.4
H 0.049798 2.804824 1.823638 -0.4 0.1 0.2
H -0.567492 1.688879 2.594081 0.3 -1.4 0.7
O -0.605097 2.628864 2.526468 0.2 1.5 -1.0
H 0.566119 -0.023898 3.952089 5.1 -1.2 2.4
H -0.333864 -0.410605 2.669891 1.0 -2.1 -1.4
O -0.156363 0.046469 3.467417 -6.1 2.8 -1.0
H 1.642723 -3.636266 -1.178014 4.3 -0.4 -1.9
H 0.572457 -2.453672 -0.892289 0.8 0.3 -0.5
O 0.860141 -3.363633 -0.860779 -5.0 -0.1 2.2


2.
135
Properties=species:S:1:pos:R:3:forces:R:3 method="wB97M-V/def2-TZVPD" e_above_lowest_kj_mol=0.00 e_homo_ev=-7.394 mol_weight_g_mol=1076.97 e_tot_ha=-4796.20060 total_charge=-1 largest_force_ev_per_a=3.635
C 0.391782 -1.010667 1.731465 0.7 0.9 0.3
F -0.661667 -1.632009 2.224693 -0.1 -0.4 0.0
F 0.995533 -0.317098 2.701575 -0.3 -0.1 -0.2
F 1.268979 -1.855839 1.225185 -0.3 -0.2 -0.1
S -0.174873 0.248127 0.466319 -2.0 -2.1 0.0
O -1.558574 0.521613 0.766297 0.3 0.3 0.4
O 0.784685 1.300933 0.543412 0.1 -0.1 -0.4
N -0.277879 -0.731524 -0.934893 2.1 1.9 2.3
S 0.539393 0.161886 -1.960323 0.1 1.1 -3.0
O -0.176736 1.370881 -2.281484 -0.6 -0.4 0.1
O 1.957132 0.389198 -1.831488 0.0 -1.1 0.7
C 0.444957 -0.925827 -3.455940 0.8 -0.1 -0.2
F -0.798273 -1.147769 -3.873823 -0.1 0.1 0.1
F 1.137647 -0.286562 -4.395540 -0.4 0.1 -0.2
F 1.052322 -2.099590 -3.265195 -0.2 0.0 0.4
C 2.639582 -4.718335 0.820811 0.0 1.6 -0.7
O 3.573502 -4.315743 1.497406 -0.2 -0.8 0.3
N 2.740588 -4.737324 -0.562663 0.2 -0.5 0.1
N 1.387018 -5.007454 1.293720 1.5 0.1 -0.5
H 1.948540 -4.662893 -1.177717 -0.2 0.0 0.2
H 3.633791 -4.452445 -0.917756 0.0 0.1 0.0
H 0.761292 -5.303006 0.569225 -0.7 -0.3 0.7
H 1.354986 -5.121980 2.289646 -0.7 -0.2 0.0
C 4.844417 -0.431779 1.149755 0.0 0.3 0.7
O 4.940659 0.228072 2.168054 -0.4 -0.1 0.2
N 3.840770 -0.268894 0.224121 1.0 -0.3 -0.3
N 5.729257 -1.442508 0.852456 -0.2 0.1 -0.8
H 4.015912 -0.624157 -0.698138 -0.6 -0.1 0.0
H 2.992313 0.224951 0.418668 0.2 0.3 0.0
H 5.872965 -1.667024 -0.116454 0.0 -0.3 0.1
H 6.445500 -1.703100 1.501256 0.1 0.4 0.1
C -2.512147 -2.711418 6.127191 0.1 -0.8 -1.1
O -1.568973 -2.919171 6.883262 0.0 0.0 0.5
N -3.818438 -2.827590 6.499857 0.2 0.3 0.3
N -2.321524 -2.490572 4.791653 -0.2 0.1 0.1
H -4.556649 -2.877553 5.821180 0.0 0.2 0.0
H -4.007709 -2.957921 7.475037 -0.1 0.0 0.0
H -1.419594 -2.696431 4.391060 0.2 0.2 0.2
H -3.038757 -2.105162 4.204244 -0.1 -0.3 0.0
C 1.650959 2.738647 -5.283487 0.9 1.6 0.2
O 1.005669 2.825521 -6.320320 0.0 -1.0 0.5
N 2.996434 2.446661 -5.239446 -0.5 -0.1 -0.3
N 1.206257 3.129960 -4.039654 -0.4 -0.1 -0.6
H 3.478983 2.496847 -4.353539 0.0 -0.4 -0.2
H 3.451251 2.229545 -6.104927 0.2 0.1 0.0
H 1.842738 3.494087 -3.356672 0.0 -0.4 0.2
H 0.247580 2.977102 -3.797426 -0.1 0.3 0.1
C -4.926715 -1.631665 2.478028 -0.4 -0.5 0.3
O -5.661169 -1.574218 3.461176 0.1 0.0 0.2
N -5.230676 -2.417846 1.404013 0.3 0.3 -0.2
N -3.738407 -0.980678 2.414516 -0.1 -0.2 -0.2
H -6.044387 -2.997915 1.453285 -0.1 0.0 0.0
H -4.561312 -2.508296 0.658889 -0.2 0.1 0.0
H -3.466046 -0.463740 3.231512 0.1 0.5 -0.3
H -3.221980 -0.930964 1.548703 0.2 0.0 0.1
C 1.675657 -2.539498 4.878664 0.7 0.8 -0.7
C 1.415969 -1.202738 5.560117 -1.3 -0.9 0.4
O 0.918505 -1.388385 6.889348 0.8 -0.1 0.1
O 0.492712 -3.315367 4.709313 0.3 -0.3 0.4
H 2.496176 -3.067664 5.374502 -0.3 -0.3 0.2
H 2.035198 -2.336979 3.867032 0.1 0.0 0.0
H 0.597442 -0.720427 5.018799 0.4 0.4 -0.3
H 2.321371 -0.604234 5.588862 0.0 0.2 0.0
H 0.223339 -2.060217 6.861734 -0.4 0.3 0.0
H 0.272828 -3.682906 5.575615 -0.3 0.0 -0.1
C 2.682425 3.676969 3.957895 0.4 -0.1 -0.1
C 1.799441 3.566228 2.738279 -0.2 1.0 0.1
O 2.615697 3.152944 1.646391 -0.5 -0.4 0.2
O 3.350481 2.460020 4.261935 -0.2 0.3 -0.3
H 2.123663 3.986662 4.839848 -0.1 0.0 0.0
H 3.411947 4.464640 3.719778 0.1 0.0 0.2
H 1.412312 4.573083 2.519589 0.0 0.0 0.0
H 0.906857 2.957640 2.918033 0.3 -0.5 -0.2
H 2.082445 2.521194 1.152883 0.3 0.1 -0.1
H 3.740778 2.183999 3.418676 0.1 -0.3 0.1
C -2.738933 -3.216803 -0.779463 0.1 0.1 0.7
C -1.525523 -3.888279 -0.144554 -0.7 -0.2 0.1
O -0.330472 -3.682118 -0.869790 -0.2 -0.2 0.2
O -2.775238 -1.842128 -0.397462 -0.3 -0.1 -0.1
H -3.616376 -3.677748 -0.320926 -0.1 -0.1 -0.2
H -2.825531 -3.314837 -1.862807 0.3 -0.2 0.0
H -1.710806 -4.956965 -0.001271 0.2 -0.1 -0.5
H -1.503033 -3.512601 0.889466 0.4 0.2 -0.2
H -0.159365 -2.728567 -0.864036 0.3 -0.1 -0.1
H -1.892507 -1.451959 -0.523630 -0.5 0.0 -0.4
C -1.463438 4.197601 -0.441842 1.0 -0.7 0.8
C -1.851146 4.673514 0.948753 -0.1 0.9 -0.6
O -1.215159 5.922078 1.236334 -0.2 0.0 0.1
O -1.904662 5.041038 -1.484176 -0.1 0.1 0.0
H -1.698736 3.133498 -0.579313 -0.5 0.2 -0.2
H -0.368456 4.211140 -0.437989 0.0 0.2 -0.4
H -1.501947 3.998898 1.725675 -0.3 -0.3 -0.1
H -2.939796 4.823245 0.969448 0.0 -0.3 0.4
H -1.569782 6.573349 0.622722 0.1 0.0 -0.1
H -2.860250 4.971246 -1.581663 0.0 -0.1 0.1
C 0.320163 -3.439734 -6.655646 -0.9 -0.9 -0.2
C 1.561302 -4.313794 -6.680760 -0.3 1.0 0.2
O 1.264513 -5.635751 -7.065383 0.1 -0.3 -0.2
O -0.361350 -3.695439 -5.408233 0.1 0.5 -0.7
H -0.321029 -3.801229 -7.474533 0.1 0.0 0.0
H 0.434895 -2.368724 -6.841771 0.6 0.0 0.4
H 1.977713 -4.283643 -5.670160 0.3 0.0 -0.1
H 2.250371 -3.887468 -7.410295 0.2 -0.2 0.1
H 0.983411 -6.139266 -6.297746 -0.1 0.1 0.1
H -1.125275 -3.111782 -5.462376 -0.2 -0.2 0.5
C 6.113019 3.299279 -2.424905 1.0 0.4 0.4
C 5.294721 2.063302 -2.307094 -1.3 -0.9 0.8
O 3.895699 2.396838 -2.248309 0.3 0.6 -0.4
O 5.935884 3.964459 -3.663933 -0.2 0.1 0.1
H 7.181250 3.075726 -2.339104 -0.1 -0.4 -0.4
H 5.975708 3.955401 -1.555271 -0.6 0.1 -0.2
H 5.483748 1.521868 -1.374241 0.6 0.1 -0.1
H 5.433458 1.371198 -3.144280 0.3 0.1 -0.1
H 3.431108 1.789562 -1.659013 0.0 0.0 -0.2
H 5.053976 4.352454 -3.665659 0.0 0.0 0.0
C -2.801855 1.927394 -4.869136 0.6 0.9 0.5
C -3.678563 2.596602 -3.798973 0.3 -0.5 -0.3
O -4.768604 3.396630 -4.229195 -0.2 -0.4 -0.2
O -3.128830 0.606421 -5.233614 -0.4 -0.2 -0.1
H -1.835536 2.003971 -4.350539 0.3 -0.6 -0.5
H -2.706430 2.475496 -5.804996 -0.2 0.2 0.1
H -3.021317 3.244430 -3.215171 0.0 -0.1 0.1
H -3.969482 1.724469 -3.197461 -0.3 0.4 0.4
H -5.570711 3.074680 -3.812376 0.0 0.0 -0.1
H -3.059332 0.023919 -4.471385 0.1 0.1 0.1
C -4.592216 3.444035 3.353181 -0.5 -0.7 1.4
C -4.085876 2.211715 2.650888 -1.1 -0.9 -1.3
O -2.746790 1.911290 2.901303 0.4 0.2 0.5
O -5.990761 3.616551 3.112761 0.2 0.6 -0.8
H -4.010725 4.334338 3.130415 -0.3 0.2 -0.3
H -4.557506 3.280658 4.438851 0.8 0.0 -0.1
H -4.319531 2.251375 1.572258 0.4 0.6 0.0
H -4.750691 1.367565 2.913038 0.2 0.1 0.6
H -2.318652 1.504045 2.134883 -0.3 0.1 0.0
H -6.424878 2.763228 3.202425 0.1 -0.1 0.1


3.
16
Properties=species:S:1:pos:R:3:forces:R:3 method="wB97M-V/def2-TZVPD" e_above_lowest_kj_mol=0.00 e_homo_ev=-10.510 mol_weight_g_mol=194.07 e_tot_ha=-867.27467 total_charge=0 largest_force_ev_per_a=4.852
C 1.046964 1.038198 -0.362539 -1.0 -2.2 -1.0
C 0.315744 -0.013227 -0.729712 -3.5 0.5 3.3
C -1.480986 -0.375182 0.249041 3.8 1.0 -1.2
C -2.279572 -1.521127 -0.339414 0.6 -0.1 -0.1
C -2.257323 0.896261 0.032918 -2.6 1.4 1.0
O -1.149049 -0.580868 1.610639 -1.9 -1.8 -0.8
F -1.514957 -2.652039 -0.482830 -1.1 0.9 0.5
F -3.312850 -1.723059 0.518430 0.4 -1.1 -0.4
F -2.794796 -1.217386 -1.522774 0.1 -0.5 -0.1
F -3.523921 0.811104 0.668443 1.3 -0.2 -0.9
F -1.730715 1.969661 0.599919 1.0 0.1 0.4
F -2.507711 1.243106 -1.230935 0.3 -0.5 0.0
H 1.996383 0.899355 -0.869165 0.5 1.1 0.4
H 0.719995 1.804195 0.330067 0.4 0.0 -0.3
H 0.566767 -0.905954 -1.236809 0.3 -0.5 -0.7
H -1.734423 -1.374118 1.888731 1.4 1.9 -0.2